Record 1
This record from the OMol25 dataset describes a single C3H3BrF2 molecule at a distorted geometry. The level of theory is ωB97M-V/def2-TZVPD.

XYZ file:
```
9
Properties=species:S:1:pos:R:3:forces:R:3:lowdin_charge:R:1
C -0.320114 -1.543682 -1.310023 -1.349 -0.581 1.207 -0.03
C -0.933876 -0.643596 -0.572461 -1.970 -0.419 0.754 -0.39
C 1.161703 1.990677 1.295475 -0.812 -2.355 0.631 -0.40
F -2.074037 -0.825231 0.181422 1.774 0.247 -0.903 -0.03
F 1.535383 0.785869 1.970691 -0.294 2.531 -0.994 -0.17
Br 0.208081 1.406992 -0.316761 0.551 0.025 0.573 0.90
H -0.538279 -2.621882 -1.357865 -0.195 0.728 -0.002 0.08
H 0.469857 -1.142588 -1.840940 1.752 0.343 -1.055 0.01
H 0.491283 2.593440 1.950464 0.543 -0.520 -0.212 0.03
```
Positions in Å, forces in eV/Å.

Energy above the lowest of the compared OMol25 structures with the same formula, charge and spin   5.396 eV
Charge   0
Electronic energy   -78630.9552 eV
HOMO energy (spin up / spin down)   -8.561 / -9.640 eV
HOMO-LUMO gap (spin up / spin down)   7.31 / 8.84 eV



Record 2
This record from the OMol25 dataset describes C4H6FLuO4 as an isolated structure at a distorted geometry. The level of theory is ωB97M-V/def2-TZVPD.

XYZ file:
```
16
Properties=species:S:1:pos:R:3:forces:R:3:lowdin_charge:R:1
C -1.977546 2.271329 -0.734029 -0.494 1.425 -0.795 -0.27
O -1.540922 1.108730 -0.123892 -1.366 -3.778 1.516 -0.59
Lu -2.375809 -0.768173 0.577191 2.396 3.404 -0.160 1.68
H -1.639420 3.172028 -0.182996 -0.067 -0.455 -0.144 0.08
H -1.590198 2.371044 -1.768236 -0.098 -0.176 0.478 0.09
H -3.082854 2.334857 -0.798896 0.390 -0.031 0.024 0.07
C -0.682318 0.928918 2.738346 1.455 0.626 1.228 -0.57
O 0.471763 1.519895 2.408316 -0.437 -0.692 -0.333 0.17
C 0.502503 2.835187 2.905615 0.123 0.606 -0.047 -0.26
C -0.675230 2.871627 3.876487 0.165 0.569 0.117 0.00
O -1.376294 1.658415 3.585255 -0.531 -0.457 -0.458 0.11
O -0.933658 -0.231543 2.466729 -1.293 -0.475 -1.383 -0.07
F 0.311727 3.689697 1.858804 -0.059 -0.193 0.238 0.08
H 1.486790 3.039942 3.337441 -0.222 -0.125 -0.122 0.18
H -0.353134 2.854977 4.922760 -0.155 -0.059 -0.232 0.15
H -1.336787 3.720823 3.679742 0.194 -0.189 0.073 0.16
```
Positions in Å, forces in eV/Å.

Energy above the lowest of the compared OMol25 structures with the same formula, charge and spin   0.000 eV
Charge   +1
Electronic energy   -48765.5531 eV
Multiplicity   2
HOMO energy (spin up / spin down)   -11.445 / -13.418 eV
<S²>   0.751
HOMO-LUMO gap (spin up / spin down)   7.41 / 8.18 eV



Record 3
This record from the OMol25 dataset describes C14H25ClCuO2S as an isolated structure at a distorted geometry. The level of theory is ωB97M-V/def2-TZVPD.

XYZ file:
```
44
Properties=species:S:1:pos:R:3:forces:R:3:lowdin_charge:R:1
C -3.572276 1.773052 2.644304 0.475 -0.493 -0.476 -0.09
C -2.450476 2.006497 1.595939 -0.223 -0.339 -0.131 -0.44
S -0.819230 1.806755 2.319871 -0.020 0.005 -0.013 1.24
C -0.346685 0.074466 2.236464 -0.542 0.412 -0.010 -0.28
C 0.459710 -0.358136 0.969122 1.833 -0.851 0.358 -0.35
C -0.260257 -1.446407 0.142541 -1.161 0.478 0.194 -0.29
C -1.521644 -0.915333 -0.600120 0.704 -0.321 -0.520 -0.03
C -0.696529 -2.664319 0.980033 -0.004 -0.348 -0.327 -0.20
C -0.987268 -3.854357 0.041989 -0.075 0.493 -0.093 -0.07
O 1.522975 -1.116590 1.590986 -0.642 -1.059 1.048 0.01
C 2.740552 -1.056657 0.988171 -3.733 5.818 -0.185 -0.49
O 3.505174 -1.885406 0.955464 3.976 -4.543 0.140 0.26
C 2.782196 0.338420 0.362073 0.279 -0.702 -0.447 -0.01
C 1.291511 0.732898 0.180653 1.317 0.263 -1.385 -0.19
C 1.044185 0.742382 -1.359089 -0.315 0.892 1.100 -0.21
C 1.896050 1.776173 -2.110853 -0.169 -0.736 -1.088 -0.21
C 1.394601 1.964066 -3.597420 -0.458 -0.569 1.535 -0.54
Cl 0.423979 0.623143 -4.239244 0.359 0.197 -0.159 0.68
H -3.508622 0.732456 2.963445 -0.060 0.104 0.334 0.08
H -4.512409 1.857911 2.103513 -0.074 0.270 0.091 0.10
H -3.519977 2.459720 3.481776 -0.080 0.011 0.032 0.09
H -2.571204 1.286627 0.784948 0.127 -0.035 0.097 0.07
H -2.482693 3.005821 1.162980 0.131 0.137 0.227 0.09
H 0.300782 -0.092108 3.098161 0.110 0.282 -0.027 0.12
H -1.228723 -0.541772 2.417325 -0.117 0.055 -0.324 0.10
H 0.462297 -1.819852 -0.584156 0.140 0.148 0.001 0.14
H -1.434327 -1.213245 -1.645746 -0.181 0.181 -0.074 0.09
H -2.438218 -1.381664 -0.244270 -0.027 0.192 0.223 0.10
H -1.600374 0.172751 -0.599241 -0.131 -0.080 0.085 0.05
H -1.601492 -2.398723 1.533038 0.001 -0.086 0.067 0.10
H 0.055849 -3.011415 1.685727 0.039 0.341 0.084 0.12
H -0.052376 -4.363807 -0.182653 -0.057 -0.208 0.060 0.09
H -1.401613 -3.532392 -0.916668 -0.094 0.017 0.081 0.07
H -1.708110 -4.535043 0.484902 0.165 -0.200 0.052 0.09
H 3.375346 1.079559 0.893685 -0.123 -0.270 0.585 0.14
H 3.358042 0.189919 -0.556356 -0.399 0.156 -0.190 0.12
H 1.284069 1.759618 0.559255 -0.906 -0.105 0.155 0.12
H -0.002659 0.996593 -1.512928 -0.018 -0.267 -0.365 0.09
H 1.277913 -0.251467 -1.728976 -0.288 -0.020 -0.219 0.11
H 2.923813 1.410610 -2.179432 0.046 0.175 0.365 0.09
H 1.876143 2.759500 -1.642826 0.116 -0.022 0.095 0.13
H 2.279723 2.065925 -4.294286 -1.631 0.482 0.170 -0.02
H 0.771572 2.850162 -3.621149 0.246 0.224 -0.625 0.09
Cu 3.726514 1.976727 -4.733610 1.463 -0.078 -0.523 0.83
```
Positions in Å, forces in eV/Å.

Energy above the lowest of the compared OMol25 structures with the same formula, charge and spin   0.000 eV
Charge   +2
Electronic energy   -86995.6576 eV
Multiplicity   2
HOMO energy (spin up / spin down)   -15.709 / -15.703 eV
<S²>   0.753
HOMO-LUMO gap (spin up / spin down)   6.93 / 5.70 eV



Record 4
This record from the OMol25 dataset describes an isolated ion of composition C4H9NOS and charge -2 at a distorted geometry. The level of theory is ωB97M-V/def2-TZVPD.

XYZ file:
```
16
Properties=species:S:1:pos:R:3:forces:R:3:lowdin_charge:R:1
C 0.154704 -0.171946 0.706824 0.729 -0.689 0.159 -0.30
N 1.125723 0.104888 -0.337761 -0.383 -0.571 -0.289 -0.09
C 2.472965 0.658030 -0.003629 0.111 -0.671 -0.706 -0.64
O 2.594104 1.933585 0.294133 -0.046 0.185 0.542 -0.36
C -1.182068 -0.794564 0.249432 0.826 0.688 -0.469 -0.33
C -2.098964 0.060537 -0.643641 -0.446 -0.301 0.744 -0.78
S -3.827401 -0.599769 -0.595314 -0.012 0.128 -0.204 -0.05
H 0.639329 -0.964716 1.304987 -0.099 0.013 0.150 0.09
H 0.019096 0.624536 1.444184 -0.302 0.597 -0.215 0.09
H 0.737798 0.475170 -1.189235 -0.164 0.469 0.113 0.07
H 2.818387 -0.129238 0.751765 0.030 0.538 0.145 0.07
H 3.075236 0.379417 -0.931756 -0.150 -0.046 0.154 0.06
H -0.901448 -1.711149 -0.271446 -0.294 -0.222 -0.051 0.08
H -1.746924 -1.048032 1.144874 -0.090 -0.116 0.028 0.06
H -2.096742 1.077416 -0.238182 0.003 0.036 -0.127 0.03
H -1.783792 0.105834 -1.685230 0.287 -0.039 0.025 0.02
```
Positions in Å, forces in eV/Å.

Energy above the lowest of the compared OMol25 structures with the same formula, charge and spin   0.325 eV
Charge   -2
Electronic energy   -18664.4663 eV
HOMO energy   0.147 eV
SMILES string   [O-]CNCCC[S-]
HOMO-LUMO gap   5.84 eV



Record 5
This record from the OMol25 dataset describes a 3-piece molecular cluster, C2H6N2O3 overall at a distorted geometry. The level of theory is ωB97M-V/def2-TZVPD.

XYZ file:
```
13
Properties=species:S:1:pos:R:3:forces:R:3:lowdin_charge:R:1
C -0.654507 1.521547 0.969883 0.219 -0.178 -0.928 -0.48
C -1.960471 -1.558069 0.265319 -0.516 1.085 1.428 -0.26
N -1.006747 -2.051133 -0.520211 0.705 -1.128 -1.405 0.04
N 2.990793 2.220570 -0.756109 0.934 -1.183 0.840 0.04
O 0.112242 1.020820 0.300281 2.345 -1.643 -1.502 0.20
O -1.459227 2.073161 1.532549 -2.594 1.746 2.400 0.24
O -2.871302 -2.253717 0.934347 -0.854 -2.912 0.385 -0.03
H -0.667443 -2.986622 -0.455301 0.307 -0.349 0.464 0.08
H -0.484811 -1.451129 -1.089034 0.587 0.771 -0.799 0.06
H 2.869179 3.035962 -1.270431 -0.426 1.125 -0.768 -0.02
H 3.400826 2.302425 0.154241 -0.186 0.012 -0.050 0.00
H 2.464405 1.398033 -0.952483 -0.292 0.090 -0.019 -0.01
H -2.732937 -3.271847 0.886950 -0.229 2.564 -0.046 0.15
```
Positions in Å, forces in eV/Å.

Energy above the lowest of the compared OMol25 structures with the same formula, charge and spin   0.316 eV
Charge   0
Electronic energy   -11289.6044 eV
Multiplicity   3
HOMO energy (spin up / spin down)   -5.259 / -9.354 eV
<S²>   2.004
HOMO-LUMO gap (spin up / spin down)   5.92 / 8.56 eV



Record 6
This record from the OMol25 dataset describes a 11-piece molecular cluster, C47H51N11O4 overall at a distorted geometry. The level of theory is ωB97M-V/def2-TZVPD.

XYZ file:
```
113
Properties=species:S:1:pos:R:3:forces:R:3:lowdin_charge:R:1
C 0.249617 0.890207 5.856176 -1.157 -0.013 -0.577 0.04
N 1.092297 0.253137 4.750116 0.549 0.128 0.185 -0.35
O 0.630437 0.464737 3.604296 1.912 -0.981 2.459 0.00
O 2.157837 -0.340073 5.087306 -3.092 1.571 -1.587 0.04
H -0.757063 0.969177 5.445716 0.100 -0.303 -0.226 0.08
H 0.511187 1.935717 6.019226 0.779 -0.284 -0.019 0.09
H 0.146357 0.325357 6.782666 0.840 -0.170 -0.287 0.09
C -4.518593 1.708677 -3.777304 1.315 -0.661 -0.401 0.05
N -3.653363 2.080417 -4.972804 -0.386 -0.404 0.709 -0.44
O -2.855533 1.262857 -5.380824 -0.092 0.119 -0.044 0.05
O -3.839693 3.182757 -5.429024 0.089 0.359 -0.335 0.05
H -4.364883 2.502297 -3.046114 -0.661 0.021 -0.215 0.08
H -4.076443 0.798887 -3.371254 -0.222 0.062 -0.020 0.07
H -5.510073 1.508737 -4.183604 -0.001 0.469 0.377 0.10
N 0.474037 5.403047 -2.734104 -1.188 -0.148 -0.086 0.06
C -0.104903 4.256287 -2.326324 1.016 0.119 -0.723 -0.16
C -1.431553 3.960317 -2.452584 -1.176 1.020 -0.402 -0.06
C -2.301683 4.982297 -2.885084 0.764 -0.389 -0.888 -0.07
C -1.763523 6.214307 -3.290574 0.534 -1.172 0.539 -0.06
C -0.369163 6.327067 -3.240984 0.390 -0.140 0.756 -0.15
H 0.526117 3.423647 -2.052574 0.476 0.279 0.395 0.07
H -1.715583 2.927817 -2.312344 -0.415 0.031 0.248 0.08
H -3.316133 4.740597 -3.165894 -0.308 0.129 0.434 0.08
H -2.390323 7.006337 -3.672954 0.065 0.005 -0.087 0.10
H 0.143417 7.209477 -3.594564 -0.152 0.253 -0.127 0.09
N 5.868277 -1.967073 0.653116 -2.352 -1.583 -0.046 0.06
C 5.586257 -1.307563 1.805796 2.285 0.239 -1.217 -0.20
C 4.385027 -0.958793 2.286216 -3.121 -0.758 -0.705 -0.08
C 3.246977 -1.443293 1.558696 0.759 0.542 0.619 -0.06
C 3.433347 -2.170523 0.404616 1.632 -0.109 -0.241 -0.08
C 4.767787 -2.494423 0.012736 0.348 2.206 1.066 -0.11
H 6.448377 -0.915363 2.324776 0.377 -0.041 -0.010 0.10
H 4.281587 -0.296263 3.132826 -0.062 -0.257 0.169 0.09
H 2.231797 -1.252243 1.873846 -0.038 0.289 0.164 0.07
H 2.613157 -2.370653 -0.268904 -0.131 -0.495 0.241 0.07
H 4.916787 -3.029663 -0.913394 0.295 -0.125 -0.039 0.09
N -4.165133 1.677147 3.497896 -0.076 -0.169 -0.223 0.03
C -4.026343 3.001837 3.291406 -1.220 -0.405 2.456 -0.13
C -4.792253 3.889667 4.077976 -0.157 -0.877 -0.531 -0.06
C -5.773013 3.400297 4.971036 1.195 0.615 -1.220 -0.08
C -6.010333 2.033647 5.034596 1.104 -0.307 -0.093 -0.06
C -5.114203 1.186747 4.332206 -0.687 2.047 -1.396 -0.13
H -3.269983 3.373797 2.616156 0.042 -0.256 -0.232 0.10
H -4.701233 4.952347 3.908176 0.104 0.114 0.190 0.09
H -6.281853 4.194497 5.497086 -0.544 -0.455 0.321 0.10
H -6.819003 1.627027 5.623756 0.025 -0.079 0.061 0.10
H -5.341083 0.145637 4.156096 0.277 -0.313 0.671 0.09
N 3.509647 -4.884063 -3.191674 -0.425 0.225 -0.701 0.04
C 4.184967 -4.210673 -4.153414 -1.372 0.372 0.948 -0.14
C 3.693487 -3.009033 -4.701194 0.839 -1.198 0.440 -0.07
C 2.560637 -2.486813 -4.136744 -0.853 1.162 0.538 -0.09
C 1.884227 -3.115073 -3.103964 0.050 -2.143 0.271 -0.07
C 2.314267 -4.407383 -2.747904 2.115 0.980 -0.580 -0.13
H 5.148797 -4.617843 -4.421074 0.033 -0.078 -0.168 0.10
H 4.244687 -2.489103 -5.470764 -0.051 0.024 -0.070 0.10
H 2.195057 -1.510883 -4.420154 0.049 0.173 -0.296 0.09
H 1.020917 -2.749223 -2.567994 -0.124 0.484 -0.342 0.09
H 1.851107 -5.028493 -1.995504 -0.314 0.101 0.057 0.09
N -1.157713 -2.105833 4.180066 -2.158 1.714 -1.656 0.08
C -0.666503 -3.301203 4.266456 1.609 -1.262 0.674 -0.20
C -1.288883 -4.513323 4.026196 -1.929 0.548 -0.430 -0.07
C -2.631313 -4.420663 3.626726 0.241 0.330 0.175 -0.07
C -3.214143 -3.150063 3.447476 1.316 0.886 -0.331 -0.06
C -2.420303 -2.003183 3.632766 0.800 -1.703 1.583 -0.11
H 0.365517 -3.358033 4.579676 0.305 0.133 0.255 0.11
H -0.770283 -5.444923 4.198186 -0.080 -0.002 -0.148 0.10
H -3.228333 -5.303503 3.451946 -0.025 -0.127 0.003 0.10
H -4.212673 -2.953773 3.085786 -0.182 -0.532 -0.017 0.09
H -2.822473 -1.013913 3.471496 0.020 0.082 0.059 0.07
N 2.217747 2.220357 -0.075464 2.121 0.432 0.430 0.08
C 3.363367 2.855117 -0.611914 -2.357 -0.430 2.006 -0.11
C 4.427207 3.244737 0.185466 -0.901 -0.744 0.709 -0.07
C 4.350437 2.948597 1.565846 0.682 0.954 -1.651 -0.07
C 3.225367 2.364277 2.103726 1.630 -0.060 0.538 -0.09
C 2.225417 1.948757 1.268056 -0.413 0.882 -2.200 -0.15
H 3.274147 3.211817 -1.627394 -0.028 -0.365 -0.206 0.08
H 5.266337 3.799797 -0.207204 0.049 -0.108 -0.114 0.10
H 5.228907 3.294727 2.090156 -0.219 -0.229 0.786 0.10
H 3.231987 2.160217 3.164246 -0.371 -0.078 0.106 0.10
H 1.367357 1.481557 1.728326 -0.196 -0.115 -0.492 0.06
N 0.336527 0.805567 -4.126624 0.136 -0.301 -0.621 0.08
C 1.369357 1.304397 -3.453094 0.739 0.504 -0.006 -0.18
C 2.538457 1.768617 -4.048174 0.424 -0.796 -1.456 -0.05
C 2.661517 1.674147 -5.449754 -0.125 -0.175 1.156 -0.07
C 1.613817 1.124017 -6.155594 -0.075 0.261 0.159 -0.08
C 0.487657 0.700397 -5.455744 0.115 0.092 -0.025 -0.15
H 1.324887 1.356287 -2.375254 -0.334 -0.109 0.242 0.06
H 3.438917 1.998277 -3.497884 -0.275 0.349 0.365 0.09
H 3.581217 1.931407 -5.954104 0.058 0.216 0.034 0.10
H 1.687667 1.051377 -7.230614 -0.220 -0.218 -0.062 0.10
H -0.294393 0.226607 -6.030474 -0.393 0.032 0.229 0.10
N -2.906433 0.479667 -0.917594 1.277 -0.359 1.086 0.05
C -2.843473 0.565097 0.448906 0.709 -0.019 -1.016 -0.13
C -1.694103 0.307037 1.247376 -0.700 -0.554 -1.699 -0.06
C -0.564213 -0.142723 0.569226 -0.656 0.858 -0.548 -0.08
C -0.604153 -0.191273 -0.846704 0.660 -0.111 0.925 -0.09
C -1.748993 0.099597 -1.554094 -1.177 0.285 1.560 -0.16
H -3.754903 0.876687 0.937376 -0.145 0.033 0.021 0.07
H -1.731523 0.351737 2.325796 -0.012 0.241 -0.077 0.06
H 0.316837 -0.357983 1.155576 0.181 -0.243 -0.295 0.07
H 0.287817 -0.442923 -1.401194 0.101 -0.173 0.010 0.08
H -1.741503 -0.004243 -2.629064 -0.181 0.228 -0.145 0.08
N 0.420177 -3.605133 0.889526 -0.921 0.148 -0.400 0.08
C 0.857827 -4.761053 1.403466 0.594 0.335 -1.354 -0.17
C 0.159247 -5.932573 1.307876 -1.510 -0.700 -0.936 -0.08
C -1.101683 -5.898653 0.675306 0.712 -0.533 0.358 -0.08
C -1.576973 -4.725583 0.155596 -0.093 0.968 -0.020 -0.08
C -0.785453 -3.586933 0.265776 1.082 -0.135 1.874 -0.11
H 1.905567 -4.786823 1.664176 0.087 0.220 0.647 0.11
H 0.562647 -6.900293 1.567056 0.175 0.112 0.392 0.10
H -1.693933 -6.794423 0.560246 0.044 -0.191 0.112 0.10
H -2.561853 -4.627893 -0.276674 -0.033 -0.198 -0.173 0.11
H -1.133283 -2.586253 0.055856 -0.142 -0.097 -0.596 0.08
```
Positions in Å, forces in eV/Å.

Energy above the lowest of the compared OMol25 structures with the same formula, charge and spin   0.338 eV
Charge   0
Electronic energy   -74138.0705 eV
HOMO energy   -9.081 eV
SMILES string   C[N+](=O)[O-].C[N+](=O)[O-].c1ccncc1.c1ccncc1.c1ccncc1.c1ccncc1.c1ccncc1.c1ccncc1.c1ccncc1.c1ccncc1.c1ccncc1
HOMO-LUMO gap   8.79 eV